This record from the Open Molecules 2025 dataset describes one molecule with the formula C6H10. The level of theory is the ωB97M-V functional and the def2-TZVPD basis.

Computed properties:
Kohn-Sham gap   10.296 eV
HOMO energy   -9.24 eV
SMILES string   CC#CCCC
LUMO   1.05 eV

Geometry as XYZ:
```
16
C6H10 the ωB97M-V functional and the def2-TZVPD basis
C -2.677 0.133 -0.219
C -1.327 -0.094 -0.708
C -0.235 -0.299 -1.178
C 1.216 -0.410 -1.197
C 1.808 -0.060 0.244
C 0.790 0.306 1.344
H -3.343 -0.034 -1.064
H -2.943 -0.559 0.587
H -2.817 1.156 0.147
H 1.629 0.261 -1.962
H 1.503 -1.427 -1.499
H 2.393 -0.927 0.565
H 2.516 0.764 0.110
H 0.900 1.328 1.719
H 0.800 -0.386 2.192
H -0.212 0.248 0.920
```

This record from the Open Molecules 2025 dataset describes a 15-piece molecular cluster, C70H56N4O30 overall. The level of theory is the ωB97M-V functional and the def2-TZVPD basis.

Computed properties:
Kohn-Sham gap   7.744 eV
HOMO energy   -10.05 eV
LUMO   -2.31 eV

Geometry as XYZ:
```
160
C70H56N4O30 the ωB97M-V functional and the def2-TZVPD basis
C -17.197 3.121 23.981
N -16.888 3.386 25.397
O -15.912 2.850 25.942
O -17.690 4.179 25.907
H -16.831 3.867 23.276
H -18.279 3.189 23.872
H -16.853 2.140 23.651
C -18.283 6.518 28.012
N -17.997 6.881 29.430
O -18.816 6.403 30.258
O -16.971 7.496 29.703
H -19.256 6.026 28.002
H -17.587 5.739 27.700
H -18.180 7.347 27.312
C -12.762 7.059 20.622
N -13.406 5.724 20.895
O -14.147 5.265 20.062
O -13.302 5.343 22.045
H -12.616 7.559 21.580
H -13.379 7.636 19.934
H -11.821 6.843 20.115
C -12.338 6.737 24.948
N -13.527 7.063 25.796
O -13.387 8.027 26.529
O -14.481 6.323 25.760
H -12.611 6.485 23.924
H -11.771 5.886 25.327
H -11.657 7.584 24.867
C -14.911 5.558 28.761
C -15.255 4.224 28.732
C -14.995 3.182 29.700
O -15.520 2.032 29.630
C -14.158 3.794 30.828
C -13.796 5.174 30.817
C -14.117 6.201 29.811
O -13.942 7.404 29.874
H -15.259 6.130 27.914
H -15.894 4.098 27.871
H -13.951 3.137 31.660
H -13.252 5.458 31.706
C -11.010 2.840 29.996
C -10.425 2.596 28.808
C -9.100 3.102 28.397
O -8.573 2.770 27.365
C -8.393 3.845 29.502
C -8.951 4.079 30.721
C -10.359 3.649 31.085
O -10.953 3.866 32.109
H -11.888 2.355 30.397
H -10.940 1.881 28.183
H -7.352 4.113 29.399
H -8.449 4.566 31.544
C -10.398 10.019 28.189
C -10.410 8.704 28.710
C -10.805 8.403 30.108
O -10.930 7.315 30.640
C -11.346 9.631 30.779
C -11.322 10.890 30.206
C -10.772 11.239 28.903
O -10.706 12.393 28.476
H -10.113 10.053 27.148
H -10.164 7.855 28.089
H -11.870 9.515 31.717
H -11.654 11.574 30.973
C -8.528 6.215 21.422
C -7.408 5.628 20.901
C -6.717 4.501 21.536
O -5.642 4.043 21.128
C -7.470 3.910 22.656
C -8.493 4.623 23.288
C -9.116 5.882 22.778
O -9.932 6.569 23.365
H -8.960 7.064 20.912
H -7.002 6.112 20.025
H -7.222 2.990 23.164
H -8.868 4.376 24.270
C -13.193 1.702 25.955
C -13.811 0.525 25.672
C -13.659 -0.055 24.330
O -14.261 -1.061 23.846
C -12.749 0.779 23.439
C -12.262 1.962 23.772
C -12.399 2.506 25.093
O -11.917 3.565 25.417
H -13.532 2.189 26.857
H -14.517 0.048 26.336
H -12.519 0.459 22.434
H -11.822 2.530 22.965
C -4.199 6.038 26.849
C -3.618 4.821 26.671
C -4.336 3.542 26.347
O -3.768 2.450 26.221
C -5.728 3.756 25.983
C -6.357 4.960 26.265
C -5.662 6.188 26.734
O -6.196 7.266 27.037
H -3.659 6.925 27.146
H -2.553 4.768 26.843
H -6.225 2.812 25.814
H -7.434 5.038 26.284
C -8.860 10.018 23.873
C -9.562 11.182 24.134
C -9.190 12.097 25.192
O -9.498 13.290 25.384
C -8.247 11.451 26.099
C -7.687 10.252 25.929
C -7.922 9.327 24.728
O -7.445 8.266 24.447
H -9.242 9.565 22.969
H -10.233 11.528 23.361
H -7.765 12.029 26.874
H -7.039 9.889 26.713
C -15.825 12.382 27.535
C -16.757 11.611 26.961
C -17.011 10.186 27.096
O -17.893 9.608 26.501
C -15.930 9.643 27.870
C -14.965 10.317 28.557
C -14.887 11.794 28.553
O -14.157 12.413 29.363
H -15.760 13.433 27.298
H -17.448 12.048 26.256
H -15.765 8.578 27.804
H -14.151 9.809 29.054
C -13.734 10.868 24.830
C -13.680 12.214 24.978
C -13.518 13.142 23.841
O -13.789 14.340 23.931
C -13.258 12.436 22.623
C -13.212 11.088 22.436
C -13.611 10.156 23.562
O -13.735 8.960 23.456
H -13.891 10.179 25.647
H -13.745 12.659 25.960
H -12.996 13.004 21.742
H -12.873 10.574 21.548
C -10.928 0.581 19.551
C -12.060 -0.018 19.218
C -13.339 0.681 19.125
O -14.416 0.113 18.922
C -13.253 2.123 19.305
C -12.082 2.697 19.613
C -10.798 2.011 19.677
O -9.717 2.479 20.052
H -10.039 0.026 19.814
H -12.000 -1.089 19.091
H -14.218 2.605 19.353
H -11.986 3.729 19.915
C -18.944 6.968 23.971
C -19.801 7.042 24.970
C -20.705 5.962 25.348
O -21.341 5.833 26.403
C -20.659 4.887 24.314
C -19.877 4.847 23.202
C -18.890 5.904 22.990
O -18.161 6.102 22.053
H -18.337 7.837 23.766
H -19.845 7.963 25.531
H -21.316 4.046 24.480
H -20.021 4.101 22.434
```

This record from the Open Molecules 2025 dataset describes one molecule with the formula C5H4O2S. The level of theory is the ωB97M-V functional and the def2-TZVPD basis.

Computed properties:
Kohn-Sham gap   7.457 eV
HOMO energy   -8.20 eV
SMILES string   O/C=C1\C=CC(=S)O1
LUMO   -0.75 eV

Geometry as XYZ:
```
12
C5H4O2S the ωB97M-V functional and the def2-TZVPD basis
O 1.174 -1.342 -2.185
C 0.325 -0.394 -1.810
C -0.011 -0.058 -0.519
C 0.291 -0.585 0.823
C -0.272 0.252 1.719
C -0.978 1.300 0.979
S -1.854 2.574 1.507
O -0.801 1.061 -0.332
H 1.556 -1.737 -1.434
H -0.117 0.158 -2.617
H 1.010 -1.357 1.082
H -0.323 0.128 2.787
```

This record from the Open Molecules 2025 dataset describes C4H4N2 as an isolated structure. The level of theory is the ωB97M-V functional and the def2-TZVPD basis.

Computed properties:
Kohn-Sham gap   9.216 eV
HOMO energy   -8.96 eV
LUMO   0.26 eV

Geometry as XYZ:
```
10
C4H4N2 the ωB97M-V functional and the def2-TZVPD basis
C 0.372 -0.611 1.195
C -0.686 -1.152 0.836
N -1.507 -0.407 -0.988
C -0.991 0.452 -1.594
N 0.846 1.287 -0.860
C 1.252 0.825 0.157
H 1.059 -0.698 2.017
H -1.541 -1.789 0.812
H -0.892 1.147 -2.401
H 2.089 0.945 0.826
```

This record from the Open Molecules 2025 dataset describes one molecule with the formula C19H20N2O5S. The level of theory is the ωB97M-V functional and the def2-TZVPD basis.

Computed properties:
Kohn-Sham gap   9.084 eV
HOMO energy   -8.48 eV
SMILES string   COc1ccc(S(=O)(=O)NCc2c(-c3ccccc3)noc2C)c(OC)c1
LUMO   0.61 eV

Geometry as XYZ:
```
47
C19H20N2O5S the ωB97M-V functional and the def2-TZVPD basis
C -0.103 -3.433 -2.778
O -1.056 -3.035 -1.819
C -0.641 -2.363 -0.720
C -1.650 -1.927 0.144
C -1.310 -1.195 1.258
C 0.011 -0.897 1.540
S 0.261 0.145 2.977
O -0.546 -0.397 4.028
O 1.638 0.430 3.245
N -0.457 1.597 2.543
C 0.360 2.501 1.762
C 0.817 1.936 0.455
C 0.092 1.446 -0.676
C -1.342 1.370 -0.927
C -1.801 0.500 -1.917
C -3.152 0.364 -2.163
C -4.070 1.099 -1.430
C -3.624 1.986 -0.466
C -2.270 2.125 -0.215
N 0.932 0.965 -1.567
O 2.186 1.117 -1.080
C 2.127 1.687 0.132
C 3.379 1.910 0.890
C 1.032 -1.373 0.720
O 2.298 -1.088 1.082
C 3.366 -1.602 0.317
C 0.691 -2.101 -0.421
H -0.673 -3.889 -3.585
H 0.455 -2.576 -3.166
H 0.595 -4.172 -2.369
H -2.674 -2.160 -0.092
H -2.066 -0.850 1.946
H -1.383 1.442 2.173
H 1.242 2.698 2.375
H -0.186 3.439 1.628
H -1.075 -0.059 -2.483
H -3.492 -0.319 -2.927
H -5.128 0.989 -1.615
H -4.333 2.577 0.096
H -1.944 2.846 0.519
H 3.304 1.382 1.841
H 3.524 2.970 1.088
H 4.224 1.533 0.321
H 4.268 -1.295 0.843
H 3.372 -1.183 -0.694
H 3.333 -2.695 0.266
H 1.470 -2.447 -1.077
```

This record from the Open Molecules 2025 dataset describes a 2-piece molecular cluster, C2H3NO3 overall. The level of theory is the ωB97M-V functional and the def2-TZVPD basis.

Computed properties:
Kohn-Sham gap   8.647 eV
HOMO energy   -7.97 eV
LUMO   0.68 eV

Geometry as XYZ:
```
9
C2H3NO3 the ωB97M-V functional and the def2-TZVPD basis
C 0.771 -0.201 1.337
C -0.190 0.280 -1.358
N 1.364 -1.185 1.096
O 0.059 0.677 1.498
O -1.363 -0.383 -0.844
O -1.210 1.060 -0.768
H -0.456 0.316 -2.492
H -1.170 1.208 0.195
H 2.195 -1.772 1.336
```